280
Properties=species:S:1:pos:R:3:forces:R:3:mulliken_charge:R:1 method="wB97M-V/def2-TZVPD" e_above_lowest_kcal_mol=0.0 e_tot_ev=-141718.7593 largest_force_ev_per_a=4.20
C -3.33213 6.27547 -1.77757 -0.8 0.9 0.1 -0.54
C -2.35859 6.43196 -0.64097 1.8 -0.4 -0.7 -0.60
O -1.29410 5.47553 -0.80763 -0.1 0.2 0.6 -0.31
O -3.93984 5.01107 -1.69408 0.0 -0.9 0.6 -0.26
H -2.92277 6.36550 -2.78376 0.7 0.4 0.2 0.33
H -4.08760 7.05129 -1.65325 -0.2 0.3 -0.1 0.44
H -2.80452 6.43738 0.35362 -0.4 -0.7 0.0 0.19
H -1.79085 7.36242 -0.64251 -0.4 0.4 -0.5 0.45
H -1.64729 4.62061 -1.06447 -0.3 -0.1 0.0 0.07
H -4.64453 4.94508 -2.34266 -0.3 -0.1 -0.3 0.13
C -0.95691 4.41025 4.02765 -0.4 0.0 -0.3 -0.64
C -0.14499 4.47036 2.70880 -1.4 0.6 1.0 0.32
O 0.85783 3.53527 2.77121 1.6 -1.2 -0.1 -0.49
O -2.03650 3.45875 3.94539 0.2 0.1 -0.5 -0.15
H -1.40350 5.36558 4.30331 0.3 0.2 0.0 0.51
H -0.30303 4.04203 4.81819 0.3 0.4 0.1 0.15
H 0.34384 5.43288 2.55814 -0.2 0.1 0.2 0.44
H -0.80670 4.28318 1.86310 -0.2 0.1 -0.1 -0.27
H 0.45458 2.67232 2.89078 0.0 -0.2 0.0 -0.12
H -2.76109 3.83811 4.44805 -0.2 -0.2 0.0 0.15
C 3.05367 -0.65850 2.85250 -1.7 1.0 0.2 1.33
C 3.62399 0.77516 2.73490 -0.2 -2.1 -1.3 0.01
O 4.13032 1.21004 3.93983 0.2 0.6 1.1 -0.60
O 3.79799 -1.60648 3.57312 0.8 -0.1 -0.5 -0.66
H 2.79773 -1.01972 1.85645 0.6 -0.2 -0.2 -0.60
H 2.06492 -0.63505 3.31066 -0.3 0.4 0.4 -0.54
H 2.85280 1.44370 2.35226 -0.1 -0.1 -0.1 0.07
H 4.41403 0.67086 1.99122 0.3 0.5 -0.2 0.28
H 3.97743 2.15774 3.94896 0.2 0.1 0.4 0.44
H 4.21006 -1.17184 4.32338 0.1 0.1 0.2 0.38
C -6.80929 -0.35165 0.25357 -0.3 0.6 -0.6 -0.40
C -6.11286 -1.53476 -0.44174 -0.5 0.1 1.0 0.41
O -5.83101 -2.57012 0.51389 -0.8 -0.3 -0.5 -0.56
O -5.89502 0.23345 1.08221 2.7 0.3 1.3 -0.41
H -7.66950 -0.52094 0.90123 -0.5 -1.3 -0.5 0.39
H -7.15368 0.43355 -0.41946 -0.1 -0.2 -0.9 0.33
H -5.13233 -1.31789 -0.86558 -0.2 0.9 -0.2 -0.55
H -6.76486 -1.86948 -1.24857 0.0 -0.7 0.2 0.40
H -5.40930 -2.15459 1.26959 0.1 0.2 0.1 0.01
H -6.11412 1.14263 1.29895 -0.4 -0.1 0.2 0.12
C 0.21056 -4.85645 0.01389 -0.6 -0.5 -0.7 -1.03
C -0.73432 -3.68056 0.08362 0.3 0.3 0.9 0.93
O -0.95384 -3.14101 -1.18554 0.3 -0.8 -1.5 -0.16
O -0.54880 -5.90379 -0.60609 0.6 -0.2 -0.5 -0.77
H 0.58460 -5.33739 0.91771 -0.1 0.8 0.4 0.40
H 1.04610 -4.53394 -0.60738 0.3 -0.3 0.0 0.35
H -0.27176 -2.89100 0.67585 -0.3 0.0 0.7 -0.27
H -1.70214 -4.06632 0.40396 0.0 0.2 0.9 0.03
H -1.02892 -2.18486 -1.14404 -0.2 0.4 0.3 -0.32
H -0.52186 -5.68204 -1.53974 -0.4 -0.3 -0.3 0.34
C 4.02540 -3.69639 -5.06253 -0.1 0.9 0.2 -0.03
C 3.27114 -2.40598 -5.55764 -1.1 -1.6 2.5 -0.22
O 2.32317 -1.88853 -4.51636 2.0 0.6 -1.8 -0.08
O 3.26022 -4.90366 -5.17510 0.3 0.4 0.3 -0.53
H 4.30167 -3.64144 -4.00956 -0.6 0.2 0.2 -0.36
H 5.02964 -3.70167 -5.48629 0.0 -0.5 -0.9 0.45
H 2.74705 -2.75757 -6.44635 -0.3 0.4 -0.2 0.33
H 3.96138 -1.59739 -5.79816 -0.2 0.0 0.2 0.08
H 1.72115 -2.52820 -4.12908 -0.1 -0.9 -0.2 0.01
H 3.14535 -5.22406 -6.07273 0.3 0.4 -0.2 0.32
C -4.01793 -2.49979 -4.35211 -0.2 0.3 -0.7 1.01
C -4.05143 -3.55624 -5.52740 -0.6 0.1 0.4 -0.71
O -5.34444 -3.95840 -5.96700 -1.1 0.5 0.2 -0.59
O -4.07704 -1.15880 -4.87012 0.5 0.2 -0.1 -0.58
H -3.10724 -2.48783 -3.75328 0.3 -0.4 -0.3 -0.44
H -4.81082 -2.57576 -3.60803 -0.3 -0.7 -0.2 0.05
H -3.63843 -4.54965 -5.35231 1.4 0.6 0.6 0.27
H -3.65657 -3.06330 -6.41576 0.6 -0.1 0.2 0.32
H -5.60957 -4.67125 -5.38122 -0.3 0.0 0.0 0.35
H -4.91845 -0.92755 -5.27030 -0.2 -0.6 0.0 0.30
C -6.32881 3.66441 1.12793 1.3 0.3 -0.6 -0.23
C -5.19121 4.36168 1.93120 -1.2 -1.0 -2.6 1.13
O -5.68454 4.96401 3.08036 0.3 -0.1 1.2 -0.59
O -6.92087 2.57885 1.83454 -0.5 1.5 -0.2 -0.56
H -5.96755 3.28091 0.17372 0.6 -0.3 0.1 -0.26
H -7.02570 4.42655 0.77924 -0.7 0.1 0.5 0.70
H -4.79372 5.05909 1.19382 0.4 0.4 0.2 -0.12
H -4.43509 3.58846 2.06722 0.1 0.3 1.0 -0.54
H -6.18071 5.75987 2.87540 0.1 0.0 -0.2 0.37
H -7.53105 3.07150 2.38823 -0.3 -0.8 0.7 0.30
C -5.18184 1.58065 -3.23309 -1.2 -0.3 1.3 -0.24
C -6.36017 2.54009 -3.32301 -0.5 -0.4 -0.7 -0.95
O -5.98207 3.87333 -3.60320 0.5 0.8 -0.2 -0.55
O -4.38011 1.96663 -2.14753 0.7 0.1 0.0 0.68
H -4.66172 1.39165 -4.17216 0.3 0.5 -0.1 0.42
H -5.54904 0.60318 -2.92034 -0.3 -0.2 -0.2 0.14
H -6.96505 2.69000 -2.42873 0.4 -0.8 0.4 0.14
H -7.04509 2.14934 -4.07555 -0.2 0.1 -0.3 0.51
H -5.78704 4.00180 -4.53436 0.0 -0.2 -0.1 0.29
H -4.03274 2.84030 -2.34153 0.3 0.3 0.2 -0.24
C -0.43450 -5.72975 -5.03182 -0.2 1.6 0.0 -0.70
C -0.29516 -4.13590 -5.16262 -1.0 -1.6 1.9 0.18
O 0.14111 -3.62457 -3.82453 0.0 -0.3 -3.0 0.28
O -1.37517 -5.97472 -3.94006 1.0 0.7 -0.5 -0.53
H 0.57655 -6.10263 -4.86799 -0.1 -0.3 0.5 0.35
H -0.83220 -6.20700 -5.92746 0.0 0.3 -0.3 0.52
H -1.27891 -3.77143 -5.45843 -0.4 0.2 0.7 -0.30
H 0.28676 -3.76185 -6.00497 1.0 -0.3 0.6 0.35
H -0.42319 -4.01306 -3.15204 -0.4 0.1 0.3 -0.22
H -1.73124 -6.86559 -3.97418 0.2 -0.1 -0.1 0.27
C -5.39611 -6.87588 5.49872 1.0 1.4 -0.1 -1.48
C -3.94994 -6.24826 5.45539 0.4 -2.0 -1.4 1.35
C -3.29791 -6.66035 4.06232 -0.1 0.1 2.0 -1.48
C -3.81335 -5.89224 2.90991 -1.1 0.4 -0.7 -0.99
C -3.66422 -4.42437 3.16784 0.8 1.1 -0.1 -0.76
C -4.29143 -3.87957 4.46605 -0.1 -0.4 0.3 2.92
N -3.78883 -4.80393 5.60937 1.5 0.3 -3.9 0.19
O -4.08985 -4.32655 6.82360 -1.1 0.3 1.7 -0.40
C -3.75061 -2.39974 4.62651 -0.2 -1.4 0.4 -1.77
C -5.83497 -3.82955 4.30295 -0.6 -0.6 0.5 -1.69
C -3.08562 -7.08773 6.43687 0.0 1.2 0.9 -2.01
H -5.25579 -7.92638 5.75339 -0.5 0.1 -0.1 0.46
H -5.89206 -6.71308 4.54183 -0.1 -0.4 0.0 0.34
H -5.98025 -6.33576 6.24381 -0.2 -0.4 0.3 0.27
H -2.23777 -6.45872 4.21577 0.2 0.1 -0.3 0.45
H -3.37609 -7.74700 4.02806 -0.3 0.0 -0.5 0.47
H -4.88984 -5.96512 2.75511 -0.2 -0.9 0.1 0.34
H -3.36853 -6.19589 1.96227 0.2 0.1 0.0 0.39
H -4.07692 -3.84256 2.34365 -0.2 0.0 -0.1 -0.23
H -2.60577 -4.16414 3.16010 0.3 0.1 0.3 0.48
H -4.43392 -1.73492 5.15490 0.0 -0.3 0.4 0.55
H -2.78667 -2.49059 5.12718 0.0 0.3 0.1 0.20
H -3.59414 -1.92240 3.65917 0.0 -0.4 -0.1 -0.31
H -6.19606 -2.89126 3.88186 0.3 -0.1 -0.5 0.35
H -6.25770 -4.68993 3.78416 0.4 0.2 -0.9 0.39
H -6.47530 -3.94097 5.17797 0.6 0.4 1.0 0.39
H -3.50579 -7.16148 7.43992 -0.3 0.1 0.1 0.39
H -2.12250 -6.59727 6.57815 0.2 -0.1 -0.2 0.46
H -2.93191 -8.11313 6.10068 -0.1 0.2 -0.3 0.42
H -5.01148 -4.58634 6.89220 -0.8 0.4 1.0 0.38
C 0.79559 -0.67947 8.29566 1.1 0.3 -0.4 -1.79
C 0.44517 0.62641 7.54035 -1.2 0.3 -1.3 1.96
C 0.49156 0.34223 6.00299 -0.5 -1.4 1.0 -1.47
C -0.70913 -0.37323 5.40332 -1.5 1.5 0.5 0.30
C -1.98508 0.46668 5.79408 1.8 -0.5 -0.2 -0.79
C -2.12624 0.62031 7.35108 1.0 1.1 -1.8 1.82
N -0.90649 1.19506 7.89756 2.0 0.3 -2.8 0.28
O -0.97666 1.81041 9.13021 -0.3 -0.4 0.4 -0.49
C -3.21650 1.61372 7.54351 -0.8 1.3 0.0 -1.95
C -2.45238 -0.70239 7.86715 -0.8 -2.6 0.5 -1.63
C 1.48634 1.72983 7.73248 -0.8 -0.5 1.9 -1.92
H 0.78241 -0.63408 9.38463 -0.6 0.2 0.0 0.36
H 1.84835 -0.87477 8.09157 0.3 0.0 -0.1 0.47
H 0.28867 -1.56513 7.91260 -0.3 0.2 0.2 0.32
H 0.66045 1.22894 5.39198 0.2 0.3 0.4 0.00
H 1.29585 -0.37591 5.84337 0.6 0.4 0.0 0.54
H -0.85296 -1.41153 5.70223 0.5 -0.1 -0.4 0.70
H -0.50930 -0.17352 4.35057 -0.6 -1.1 -0.4 -0.76
H -2.92382 0.08623 5.39146 0.1 -0.2 0.0 0.62
H -1.75042 1.38201 5.25075 -0.6 0.7 0.6 -0.08
H -2.85016 2.56633 7.16085 0.3 0.3 0.7 0.37
H -4.08940 1.52667 6.89654 -0.2 -1.0 0.1 0.31
H -3.52621 1.65108 8.58792 -0.1 0.4 -0.1 0.40
H -2.48180 -0.87619 8.94280 -0.4 0.7 0.3 0.24
H -3.40235 -0.97109 7.40514 -0.3 -0.4 0.4 0.40
H -1.76554 -1.49928 7.58198 0.1 0.2 -0.4 0.30
H 2.45461 1.45915 7.31143 -0.1 0.1 0.1 0.32
H 1.47315 1.77050 8.82164 1.1 0.4 0.2 0.48
H 1.12236 2.71676 7.44685 0.0 -0.2 -0.6 0.38
H -1.26559 1.10640 9.71543 0.0 -0.2 0.8 0.36
C 1.39881 9.51868 -4.28503 0.2 0.0 -1.1 -1.93
C 2.10161 8.14969 -4.27757 -0.4 -0.7 1.3 1.90
C 2.07884 7.72810 -2.79591 0.8 -0.9 0.7 -1.72
C 2.22829 6.20660 -2.56021 -0.3 0.7 -0.8 -0.20
C 1.15242 5.42660 -3.31564 0.6 -0.1 0.1 -0.34
C 1.16043 5.70359 -4.83413 2.4 1.1 0.9 1.91
N 1.22933 7.19968 -4.99958 -1.6 -0.9 0.9 0.28
O 1.21089 7.49299 -6.35779 0.0 0.3 -0.9 -0.52
C 2.46727 5.03396 -5.43562 -0.9 -0.7 -0.5 -1.55
C -0.12727 5.10087 -5.35287 -0.5 0.3 -1.1 -1.88
C 3.52787 8.16337 -4.84297 0.0 0.9 0.2 -1.82
H 1.94127 10.32633 -3.79354 0.3 -0.2 0.1 0.38
H 0.41828 9.45173 -3.81368 0.0 -0.2 -0.2 0.39
H 1.29295 9.79848 -5.33317 -0.2 0.3 0.0 0.44
H 2.92023 8.17287 -2.26454 0.3 0.3 -0.3 0.52
H 1.23512 8.12838 -2.23376 -0.5 -0.2 -0.4 0.36
H 2.20688 6.01921 -1.48665 0.1 -0.2 -0.1 0.48
H 3.19738 5.93427 -2.97831 0.2 -0.2 0.3 -0.21
H 0.18203 5.61062 -2.85458 -0.1 0.1 -0.2 -0.04
H 1.35198 4.35741 -3.24416 -0.1 -0.2 0.3 0.03
H 3.44568 5.41643 -5.14489 -0.4 0.1 0.7 0.15
H 2.38242 3.97247 -5.20291 0.3 -0.2 0.3 0.39
H 2.57765 5.01319 -6.51982 -0.7 0.5 -0.3 0.43
H -0.35260 5.33372 -6.39360 0.3 0.3 -0.2 0.48
H -0.15043 4.01115 -5.34428 0.4 -0.1 0.4 0.27
H -0.98497 5.46233 -4.78558 0.1 0.0 0.2 0.31
H 4.13059 7.34401 -4.45122 -0.1 -0.2 -0.4 0.31
H 4.05784 9.06529 -4.53677 -0.1 0.2 0.3 0.48
H 3.51412 8.23278 -5.93067 0.0 -0.5 0.0 0.35
H 0.32432 7.84359 -6.47039 0.0 0.1 -0.4 0.36
C -1.20831 1.65485 -2.41455 0.5 -0.4 0.3 -1.84
C -0.58215 0.42132 -1.67392 1.5 1.0 -1.1 3.85
C 0.77129 0.80484 -0.89057 -1.4 0.1 -0.1 -0.39
C 0.45386 1.58221 0.36377 -1.5 -0.7 0.2 0.37
C -0.54239 0.78220 1.24847 2.4 -1.1 0.4 -0.08
C -1.82504 0.32528 0.61903 -0.1 0.9 0.5 2.88
N -1.52216 -0.21410 -0.74348 -0.3 -1.6 0.5 0.74
O -2.77481 -0.52592 -1.44223 1.5 0.7 1.1 0.64
C -2.49583 -0.74418 1.51972 0.9 -0.5 -1.0 -1.83
C -2.73436 1.50245 0.67279 -2.1 1.6 -1.3 -1.11
C -0.19739 -0.57998 -2.79317 -0.3 -0.5 0.8 -1.56
H -0.49816 2.17755 -3.05532 0.5 0.0 0.3 0.70
H -1.61526 2.35538 -1.68533 -0.3 0.1 -0.3 -0.21
H -1.94428 1.29766 -3.13487 -0.4 0.0 0.4 0.25
H 1.35072 -0.08141 -0.63184 -0.1 -0.3 -0.2 -0.61
H 1.40126 1.49399 -1.45299 -0.1 -0.4 -0.7 -0.09
H -0.07057 2.47638 0.02681 0.3 0.5 0.3 -0.30
H 1.37643 1.84501 0.88136 -0.3 0.1 0.1 0.29
H -0.65758 1.23483 2.23333 -0.8 0.4 -0.1 -1.01
H -0.10057 -0.17318 1.53159 0.9 -0.2 0.0 -0.17
H -3.40025 -1.08269 1.01422 -0.1 -0.1 0.3 -0.17
H -1.78624 -1.56579 1.61740 -0.2 -0.3 -0.1 0.65
H -2.69597 -0.42701 2.54317 -0.1 0.6 -0.3 -0.28
H -3.11643 1.73124 1.66767 0.1 -0.4 0.1 0.82
H -2.42023 2.47193 0.28611 1.0 0.0 0.0 -0.57
H -3.58800 1.34890 0.01263 -0.5 -0.2 0.4 -0.31
H 0.40122 -0.15059 -3.59653 0.0 0.2 0.2 0.70
H -1.08321 -1.05193 -3.21825 -0.1 0.2 -0.1 -0.44
H 0.36303 -1.40425 -2.35203 0.2 0.1 -0.1 -0.34
H -3.11455 0.37128 -1.40741 -1.2 0.2 -0.8 -0.43
C 3.47127 -6.18130 2.29248 0.9 1.6 -1.2 -1.59
C 4.59827 -5.33080 1.52777 0.8 -1.1 1.5 0.80
C 5.45698 -6.32944 0.66605 -1.2 -0.7 0.1 -1.32
C 6.36909 -5.69648 -0.32157 -0.4 0.2 0.6 -0.85
C 5.58946 -4.64953 -1.06893 0.5 1.6 -1.1 -1.38
C 4.67342 -3.56847 -0.31523 0.4 -0.4 -0.7 1.94
N 4.00042 -4.22214 0.80386 0.0 -1.9 -1.6 0.68
O 3.01751 -3.50564 1.49445 0.5 -0.1 -0.3 0.20
C 5.57862 -2.37033 0.06524 -0.7 -0.8 -0.1 -1.52
C 3.59818 -3.10299 -1.31248 0.1 0.3 0.2 -1.68
C 5.61435 -4.83334 2.59483 -0.4 0.1 0.6 -1.47
H 3.91371 -6.99143 2.87217 0.0 -0.1 -0.3 0.45
H 2.80844 -6.49726 1.48692 -0.2 -0.4 0.3 0.35
H 2.92761 -5.52153 2.96867 0.0 -0.1 0.0 0.27
H 6.01201 -7.01737 1.30385 0.0 0.3 0.6 0.40
H 4.89475 -7.04162 0.06207 -1.0 0.2 0.1 0.44
H 6.67796 -6.47839 -1.01534 0.4 0.2 0.0 0.37
H 7.22801 -5.29130 0.21340 0.2 0.2 -0.3 0.41
H 5.12131 -5.03694 -1.97383 -0.9 -0.6 0.5 0.57
H 6.37800 -4.12540 -1.60893 0.1 0.9 0.2 0.34
H 5.92762 -1.94680 -0.87653 0.4 0.0 0.2 0.37
H 5.00560 -1.59386 0.57205 0.0 0.0 0.3 -0.03
H 6.36997 -2.76966 0.69959 0.3 0.5 0.0 0.52
H 3.02436 -3.96585 -1.65057 -0.1 0.1 -0.1 0.71
H 2.93309 -2.36678 -0.86109 -0.2 -0.2 0.3 0.00
H 3.98921 -2.54311 -2.16203 0.4 -0.3 -0.2 -0.15
H 6.62839 -4.62492 2.25369 -0.1 -0.1 -0.3 0.34
H 5.66859 -5.59837 3.36935 0.3 0.0 0.1 0.57
H 5.27235 -3.91899 3.07970 -0.2 0.1 0.1 0.01
H 3.50043 -3.09854 2.21740 0.0 0.5 0.6 0.12
C 5.40934 3.15563 -2.49390 -0.5 1.2 1.3 -1.62
C 5.74449 1.69614 -2.60905 0.4 -0.6 -0.6 2.37
C 4.55395 1.03273 -3.32343 -0.1 0.6 0.4 -0.38
C 4.44007 1.28704 -4.82217 0.4 -1.3 -0.5 0.10
C 5.72651 0.81650 -5.54397 -0.5 0.6 1.0 -1.72
C 6.92614 1.63829 -4.97631 -0.8 -1.4 -0.4 1.47
N 6.93899 1.49830 -3.47543 -0.7 -1.9 -1.0 0.24
O 8.07369 2.06331 -2.92493 0.7 1.0 0.3 -0.51
C 8.18861 0.99480 -5.64445 -0.4 0.5 0.5 -1.90
C 6.75568 3.06124 -5.48152 1.1 1.0 0.5 -1.47
C 5.92930 1.00944 -1.18247 0.6 1.2 -1.0 -1.84
H 4.90726 3.38432 -1.55383 -0.3 -0.3 0.3 0.47
H 4.66240 3.44630 -3.23261 0.5 0.3 -0.3 0.05
H 6.26569 3.82571 -2.41802 0.2 -0.1 -0.6 0.36
H 4.56409 -0.01661 -3.02867 -0.3 -0.2 -0.5 -0.21
H 3.68655 1.53512 -2.89529 -0.3 -0.5 0.4 -0.03
H 4.17817 2.31272 -5.08193 0.4 0.2 0.2 -0.41
H 3.57633 0.73582 -5.19394 -0.1 -0.3 0.0 0.52
H 5.61667 0.93594 -6.62182 0.3 0.4 -0.1 0.64
H 5.90624 -0.25078 -5.41471 -0.1 -0.1 0.4 0.42
H 8.25740 -0.08942 -5.55585 -0.4 -0.1 0.2 0.36
H 8.06198 1.21959 -6.70347 0.4 0.0 -0.1 0.38
H 9.13668 1.38033 -5.26946 -0.1 0.3 -0.1 0.45
H 6.61041 3.17235 -6.55607 -0.1 -0.4 -0.1 0.33
H 5.98828 3.64630 -4.97466 0.0 -0.3 0.0 0.11
H 7.70633 3.54820 -5.26419 0.0 0.4 0.0 0.44
H 6.55420 0.11644 -1.19456 -0.2 -0.1 -0.4 0.47
H 4.96917 0.79598 -0.71269 -0.1 -0.1 -0.2 0.12
H 6.44707 1.71444 -0.53209 0.0 0.1 0.1 0.50
H 8.59739 1.32384 -2.60789 0.0 -0.1 0.0 0.36